Below is a structure of composition C17H21AsF6N5O8Pt at a distorted geometry, with properties calculated with ωB97M-V/def2-TZVPD.

Last column: Löwdin spin population.
Geometry (Å):
Pt -0.033 -0.791 0.234  0.006
O -1.525 -1.152 4.030  0.000
C -0.917 -0.895 2.923  0.000
O -1.496 -0.785 1.830  -0.002
C 0.547 -0.685 3.016  0.000
C 1.374 -0.801 4.107  0.000
C 2.755 -0.666 3.899  0.000
C 3.271 -0.463 2.630  0.000
C 2.378 -0.373 1.569  0.001
N 1.078 -0.433 1.808  0.000
C 2.717 -0.334 0.089  0.001
O 3.800 -0.101 -0.334  -0.007
O 1.659 -0.613 -0.724  0.092
H -2.480 -1.305 3.901  0.000
H 0.968 -1.018 5.085  0.000
H 3.428 -0.767 4.740  0.000
H 4.335 -0.406 2.440  0.000
C -2.996 -3.080 -0.648  0.000
N -1.987 -3.352 -1.669  0.000
C -0.983 -2.550 -1.951  0.000
N -0.037 -2.894 -2.812  0.000
O -0.984 -1.334 -1.461  0.000
H -3.792 -3.807 -0.768  0.000
H -3.399 -2.079 -0.777  0.000
H -2.567 -3.187 0.347  0.000
H -2.011 -4.253 -2.122  0.000
H 0.065 -3.841 -3.140  0.000
H 0.744 -2.271 -2.933  0.000
F -0.193 -2.779 1.186  0.004
As 1.075 -4.183 0.928  0.000
F 0.416 -4.877 2.326  0.000
F 2.110 -3.179 1.897  0.000
F 2.265 -5.337 0.638  0.000
F 1.552 -3.189 -0.434  0.002
F -0.105 -4.919 -0.073  0.000
C 0.343 2.187 -3.595  0.000
C 0.623 3.355 -2.658  0.003
C -0.156 3.278 -1.317  0.076
C 0.225 4.445 -0.366  0.001
C -0.530 4.434 0.956  0.000
C -1.649 3.349 -1.604  0.014
O -2.110 4.294 -2.163  0.061
N -2.445 2.304 -1.168  0.002
C -2.072 1.128 -0.584  0.000
O -2.810 0.263 -0.249  0.011
N -0.640 0.993 -0.353  0.024
C 0.217 1.943 -0.646  0.077
O 1.420 1.842 -0.388  0.630
H 0.874 2.330 -4.534  0.000
H -0.720 2.105 -3.835  0.000
H 0.682 1.234 -3.178  0.000
H 0.318 4.298 -3.112  0.002
H 1.685 3.429 -2.427  0.001
H 0.011 5.356 -0.925  0.000
H 1.304 4.410 -0.207  0.001
H -1.600 4.591 0.812  0.000
H -0.170 5.235 1.597  0.000
H -0.389 3.497 1.505  0.000
H -3.441 2.400 -1.337  0.000

As for the total energy: -4489.93704 Ha. As for the energy above the lowest of the compared OMol25 structures with the same formula, charge and spin: 0.6452 eV. As for the molar mass: 807.4 g/mol. The value obtained for the HOMO energy (spin up / spin down) is -16.1 / -16.1 eV. As for the charge: +2. The spin multiplicity is 2. As for the HOMO-LUMO gap (spin up / spin down): 7.285 / 5.059 eV.

=====

Below is the molecule C3H6N2O, with properties calculated with ωB97M-V/def2-TZVPD.

Last column: Löwdin charge in e.
Geometry (Å):
N -1.156 1.520 -0.712  0.174
C -0.375 0.840 0.176  -0.567
O 0.096 1.321 1.182  0.081
N -0.103 -0.495 -0.216  -0.037
C 0.658 -1.389 0.683  -0.226
C 1.511 -1.027 -0.473  -0.007
H -1.755 1.046 -1.368  0.104
H -1.421 2.452 -0.434  0.114
H 0.764 -0.905 1.656  0.105
H 0.220 -2.387 0.750  0.099
H 2.053 -0.115 -0.175  0.023
H -0.492 -0.864 -1.067  0.136

As for the total energy: -302.55599 Ha. As for the energy above the lowest of the compared OMol25 structures with the same formula, charge and spin: 3.7310 eV. As for the molar mass: 86.1 g/mol. The value obtained for the HOMO energy is -8.0 eV. As for the HOMO-LUMO gap: 8.532 eV.

=====

Below is the molecule C6H11N, with properties calculated with ωB97M-V/def2-TZVPD.

Last column: Löwdin charge in e.
Geometry (Å):
C -0.654 0.080 2.457  -0.100
C 0.518 -0.377 1.604  -0.240
N -0.044 -1.302 -2.054  0.049
C -0.006 -1.219 -0.662  -0.165
C 0.297 -0.174 0.116  -0.277
C 0.382 1.220 -0.356  -0.144
C -0.306 1.754 -1.357  -0.005
H -0.794 1.157 2.401  0.073
H -1.564 -0.461 2.196  0.075
H -0.529 -0.268 3.476  0.062
H 1.451 0.144 1.833  0.105
H 0.773 -1.415 1.815  0.102
H -0.856 -1.736 -2.471  0.084
H 0.064 -0.410 -2.517  0.057
H -0.230 -2.159 -0.194  0.110
H 1.056 1.845 0.230  0.105
H -0.219 2.823 -1.526  0.053
H -1.086 1.239 -1.896  0.056

The SMILES is C=C/C(=C\N)CC. As for the total energy: -289.92688 Ha. As for the energy above the lowest of the compared OMol25 structures with the same formula, charge and spin: 1.2192 eV. As for the molar mass: 97.2 g/mol. The value obtained for the HOMO energy is -7.8 eV. As for the HOMO-LUMO gap: 8.826 eV.

=====

Below is a cluster of 15 separate species, C64H169N11O23 in total at a distorted geometry, with properties calculated with ωB97M-V/def2-TZVPD.

Last column: Löwdin charge in e.
Geometry (Å):
C -35.448 2.303 6.358  -0.150
O -35.186 3.652 6.178  -0.172
C -33.859 3.874 5.664  -0.213
C -32.783 3.629 6.701  -0.204
N -31.566 4.399 6.345  -0.065
C -30.960 4.048 5.073  -0.220
C -30.259 2.695 4.979  -0.246
O -29.593 2.502 3.750  -0.176
C -28.847 1.277 3.739  -0.094
H -34.753 1.764 7.001  0.076
H -35.374 1.753 5.420  0.088
H -36.401 2.121 6.855  0.090
H -33.875 4.923 5.366  0.129
H -33.643 3.338 4.740  0.112
H -32.535 2.575 6.823  0.099
H -33.166 3.941 7.673  0.126
H -30.955 4.452 7.147  0.106
H -30.182 4.795 4.917  0.118
H -31.670 4.178 4.256  0.111
H -31.029 1.962 5.221  0.115
H -29.548 2.718 5.805  0.121
H -28.216 1.110 2.866  0.085
H -29.527 0.442 3.911  0.084
H -28.178 1.254 4.599  0.078
C -26.195 -7.013 -9.764  -0.099
O -25.859 -6.208 -8.618  -0.183
C -26.997 -5.964 -7.799  -0.228
C -26.592 -4.861 -6.827  -0.201
N -27.665 -4.284 -6.006  -0.055
C -28.638 -3.569 -6.779  -0.221
C -28.151 -2.192 -7.287  -0.211
O -29.164 -1.600 -8.071  -0.195
C -28.795 -0.372 -8.665  -0.106
H -27.007 -6.555 -10.329  0.076
H -26.637 -7.962 -9.462  0.077
H -25.364 -7.111 -10.463  0.085
H -27.279 -6.852 -7.233  0.122
H -27.847 -5.572 -8.358  0.109
H -26.052 -4.053 -7.320  0.111
H -25.807 -5.328 -6.232  0.114
H -28.035 -4.975 -5.370  0.098
H -29.424 -3.321 -6.065  0.117
H -29.212 -4.197 -7.461  0.109
H -27.232 -2.308 -7.861  0.109
H -27.924 -1.568 -6.422  0.123
H -29.558 -0.039 -9.369  0.085
H -27.823 -0.458 -9.150  0.087
H -28.834 0.371 -7.869  0.081
C -17.658 -6.202 2.056  -0.119
O -17.402 -6.993 0.896  -0.216
C -17.173 -6.164 -0.319  -0.173
C -16.285 -6.938 -1.314  -0.218
N -16.920 -8.241 -1.572  -0.033
C -15.944 -9.111 -2.318  -0.172
C -16.098 -10.683 -2.207  -0.220
O -16.548 -10.963 -0.884  -0.163
C -16.991 -12.325 -0.833  -0.113
H -18.385 -5.412 1.870  0.079
H -16.680 -5.830 2.361  0.081
H -18.065 -6.867 2.818  0.081
H -16.713 -5.217 -0.040  0.107
H -18.171 -5.979 -0.718  0.112
H -15.240 -6.938 -1.006  0.115
H -16.273 -6.351 -2.232  0.104
H -17.680 -8.002 -2.193  0.097
H -14.914 -8.941 -2.002  0.099
H -15.912 -8.781 -3.357  0.103
H -15.081 -10.998 -2.443  0.109
H -16.729 -11.042 -3.020  0.106
H -16.207 -13.021 -1.133  0.080
H -17.823 -12.571 -1.493  0.078
H -17.320 -12.572 0.176  0.080
C -25.537 -8.600 -3.456  -0.096
O -26.923 -8.814 -3.801  -0.206
C -27.718 -8.457 -2.638  -0.206
C -29.228 -8.511 -3.014  -0.192
N -29.610 -7.376 -3.882  -0.061
C -31.005 -7.427 -4.265  -0.205
C -31.214 -8.185 -5.589  -0.208
O -30.285 -7.819 -6.609  -0.200
C -30.382 -8.542 -7.824  -0.110
H -25.496 -7.516 -3.344  0.083
H -24.917 -8.929 -4.290  0.084
H -25.172 -9.189 -2.614  0.085
H -27.427 -7.491 -2.225  0.112
H -27.557 -9.203 -1.860  0.112
H -29.856 -8.544 -2.124  0.114
H -29.373 -9.442 -3.563  0.112
H -28.982 -7.507 -4.662  0.082
H -31.436 -6.437 -4.416  0.107
H -31.601 -7.872 -3.469  0.117
H -32.226 -7.908 -5.885  0.119
H -31.117 -9.256 -5.407  0.115
H -31.310 -8.251 -8.316  0.082
H -30.465 -9.618 -7.669  0.082
H -29.658 -8.473 -8.636  0.079
C -17.220 -9.672 -7.965  -0.126
O -16.601 -8.527 -7.434  -0.210
C -16.679 -7.385 -8.343  -0.201
C -16.107 -6.084 -7.734  -0.166
N -16.832 -5.791 -6.476  -0.055
C -18.131 -5.209 -6.626  -0.233
C -18.902 -5.359 -5.295  -0.188
O -19.097 -6.710 -4.863  -0.183
C -19.595 -7.662 -5.769  -0.112
H -18.308 -9.620 -7.929  0.079
H -16.975 -10.557 -7.378  0.090
H -16.863 -9.837 -8.982  0.086
H -17.699 -7.247 -8.700  0.108
H -16.203 -7.677 -9.279  0.112
H -16.273 -5.286 -8.458  0.115
H -15.026 -6.181 -7.628  0.112
H -16.927 -6.737 -6.135  0.080
H -18.715 -5.612 -7.454  0.106
H -18.021 -4.130 -6.738  0.118
H -19.821 -4.773 -5.310  0.115
H -18.324 -4.847 -4.526  0.117
H -20.446 -7.411 -6.402  0.092
H -19.829 -8.582 -5.232  0.095
H -18.850 -7.917 -6.524  0.047
C -15.520 -12.732 2.943  -0.125
O -16.643 -11.921 3.268  -0.184
C -17.181 -12.387 4.557  -0.197
C -18.678 -12.125 4.514  -0.241
N -19.023 -10.741 4.164  -0.033
C -20.477 -10.765 3.986  -0.213
C -21.029 -9.455 3.438  -0.204
O -20.200 -9.092 2.342  -0.183
C -20.800 -8.372 1.332  -0.142
H -14.989 -12.265 2.113  0.088
H -15.859 -13.757 2.794  0.084
H -14.825 -12.718 3.782  0.078
H -16.737 -11.934 5.444  0.116
H -17.065 -13.462 4.700  0.109
H -19.166 -12.395 5.450  0.111
H -19.112 -12.840 3.814  0.115
H -18.863 -10.285 5.051  0.111
H -20.914 -10.989 4.959  0.114
H -20.748 -11.521 3.248  0.121
H -21.036 -8.622 4.141  0.118
H -22.058 -9.540 3.088  0.110
H -21.805 -8.739 1.123  0.075
H -20.250 -8.382 0.391  0.090
H -20.997 -7.326 1.568  0.081
C -28.552 8.716 1.398  -0.103
O -27.806 7.927 0.498  -0.188
C -26.810 7.241 1.126  -0.279
C -26.113 6.316 0.089  -0.188
N -24.871 5.753 0.600  -0.061
C -25.151 4.548 1.434  -0.198
C -23.884 3.913 1.989  -0.219
O -24.097 2.974 3.067  -0.191
C -22.926 2.180 3.328  -0.107
H -28.925 8.160 2.258  0.089
H -29.394 9.226 0.930  0.087
H -27.910 9.556 1.665  0.088
H -27.348 6.740 1.930  0.111
H -26.129 7.920 1.638  0.121
H -25.900 6.986 -0.743  0.112
H -26.910 5.662 -0.266  0.121
H -24.406 6.404 1.216  0.096
H -25.653 3.843 0.772  0.119
H -25.790 4.813 2.277  0.113
H -23.194 4.689 2.319  0.117
H -23.401 3.405 1.155  0.117
H -22.075 2.791 3.626  0.083
H -22.669 1.546 2.480  0.080
H -23.087 1.479 4.147  0.080
C -30.744 -2.939 -0.105  -0.095
O -30.488 -1.526 -0.065  -0.196
C -30.111 -1.048 -1.336  -0.234
C -29.738 0.460 -1.393  -0.180
N -30.962 1.272 -1.230  -0.062
C -30.661 2.666 -0.938  -0.218
C -31.970 3.413 -0.946  -0.270
O -32.792 2.959 0.056  -0.168
C -33.804 3.854 0.451  -0.105
H -29.814 -3.507 -0.122  0.080
H -31.371 -3.146 -0.972  0.085
H -31.225 -3.311 0.800  0.084
H -30.944 -1.246 -2.011  0.114
H -29.324 -1.701 -1.714  0.110
H -29.258 0.777 -2.318  0.114
H -29.021 0.672 -0.599  0.106
H -31.434 0.922 -0.409  0.102
H -30.068 3.123 -1.730  0.118
H -30.063 2.693 -0.028  0.120
H -32.390 3.348 -1.949  0.128
H -31.681 4.451 -0.782  0.117
H -34.420 3.464 1.261  0.082
H -34.540 4.041 -0.331  0.086
H -33.379 4.790 0.815  0.086
C -17.796 0.972 -4.715  -0.144
O -16.737 0.590 -3.815  -0.142
H -18.358 0.074 -4.975  0.073
H -18.503 1.613 -4.190  0.075
H -17.382 1.551 -5.541  0.076
H -16.147 0.018 -4.311  0.066
C -26.682 3.314 -4.858  -0.164
O -25.611 2.541 -4.351  -0.132
H -27.064 3.960 -4.068  0.073
H -26.317 3.878 -5.717  0.076
H -27.471 2.645 -5.204  0.075
H -24.879 3.133 -4.166  0.071
C -22.524 -3.600 6.111  -0.157
O -22.580 -4.247 7.389  -0.130
H -21.531 -3.264 5.811  0.068
H -22.719 -4.390 5.387  0.078
H -23.174 -2.725 6.134  0.075
H -22.421 -3.587 8.068  0.066
C -22.332 0.125 -7.002  -0.209
O -22.810 -1.165 -6.934  -0.098
H -21.543 0.032 -7.748  0.076
H -23.027 0.843 -7.439  0.070
H -21.922 0.633 -6.129  0.076
H -23.149 -1.309 -6.048  0.074
C -17.876 -0.224 0.461  -0.057
C -16.837 0.833 0.933  -0.435
C -15.347 0.266 1.054  -0.170
O -15.337 -0.715 2.080  -0.184
C -14.127 -1.316 2.318  -0.143
N -16.970 1.923 0.032  0.020
H -18.819 0.275 0.238  0.071
H -18.093 -0.899 1.289  0.070
H -17.584 -0.781 -0.429  0.076
H -17.184 1.257 1.875  0.129
H -14.673 1.094 1.274  0.115
H -15.135 -0.118 0.056  0.121
H -14.131 -1.791 3.299  0.092
H -13.397 -0.506 2.329  0.080
H -13.763 -2.015 1.566  0.086
H -16.888 1.457 -0.861  0.056
H -16.149 2.508 -0.028  0.069
C -22.860 -2.065 -1.493  -0.062
C -24.068 -2.956 -1.899  -0.409
C -25.062 -3.231 -0.723  -0.187
O -24.524 -4.034 0.332  -0.179
C -25.476 -4.304 1.305  -0.149
N -24.727 -2.190 -2.944  0.023
H -23.070 -1.205 -0.858  0.074
H -22.252 -1.771 -2.349  0.068
H -22.243 -2.719 -0.877  0.068
H -23.766 -3.919 -2.310  0.137
H -25.880 -3.806 -1.158  0.116
H -25.338 -2.266 -0.299  0.125
H -26.273 -4.943 0.925  0.083
H -25.891 -3.489 1.898  0.086
H -24.989 -4.903 2.075  0.084
H -25.121 -1.299 -2.679  0.072
H -25.586 -2.691 -3.124  0.057
C -28.352 -11.678 4.557  -0.082
C -28.882 -10.318 4.139  -0.426
C -27.792 -9.337 3.632  -0.220
O -26.979 -8.821 4.624  -0.191
C -27.684 -7.885 5.467  -0.076
N -29.860 -10.612 3.125  0.006
H -29.013 -12.377 5.068  0.074
H -27.467 -11.592 5.188  0.072
H -27.965 -12.324 3.769  0.075
H -29.553 -9.938 4.909  0.127
H -28.225 -8.481 3.115  0.117
H -27.079 -9.773 2.932  0.131
H -27.037 -7.700 6.325  0.088
H -28.619 -8.278 5.867  0.077
H -27.809 -6.956 4.911  0.087
H -30.557 -11.205 3.553  0.069
H -29.515 -11.113 2.319  0.070

As for the total energy: -4871.89917 Ha. As for the molar mass: 1461.1 g/mol. The value obtained for the HOMO energy is -8.1 eV. As for the HOMO-LUMO gap: 8.364 eV.